Entry 1:
Here is 2 unconnected molecules or ions with the total composition C6H8F3INO6S2 from the OMol25 dataset. Energies are from ωB97M-V/def2-TZVPD.

Cartesian coordinates (Å):
I: 1.735 -1.775 -0.188
S: 0.964 1.741 2.777
S: -0.915 -1.364 -3.575
F: 0.370 -1.068 -5.884
F: 1.198 -2.604 -4.604
F: -0.649 -2.966 -5.673
O: 0.790 2.819 1.843
O: 0.017 -0.402 -3.010
O: -2.133 0.982 0.111
O: 2.199 1.599 3.510
O: -1.132 -2.545 -2.768
O: -2.080 -0.802 -4.215
N: 0.145 0.772 -0.236
C: -0.336 1.855 3.974
C: 0.710 0.135 1.956
C: -1.057 0.562 0.440
C: 1.237 0.213 0.517
C: 0.047 -2.031 -5.002
C: -0.742 -0.226 1.702
H: 1.286 -0.545 2.580
H: 2.172 0.750 0.401
H: -0.345 0.952 4.583
H: 0.107 0.557 -1.236
H: -1.293 2.016 3.482
H: -1.457 -0.058 2.501
H: -0.772 -1.288 1.432
H: -0.063 2.720 4.581

## Properties
Lowest unoccupied orbital energy   2.26 eV
Total charge   -1
HOMO   -6.20 eV
F_max   0.016 Eh/bohr
Frontier orbital gap   8.463 eV

Entry 2:
Here is 7 unconnected molecules or ions with the total composition C5H24O8 at a distorted geometry from the OMol25 dataset. Energies are from ωB97M-V/def2-TZVPD.

Cartesian coordinates (Å):
O: 1.109 2.304 -3.427
O: -2.599 -0.898 -0.333
O: -2.644 1.756 -0.943
O: 1.876 1.358 2.008
O: -0.710 -1.462 -2.770
O: -3.101 -0.361 2.332
O: -0.626 0.214 1.808
O: -0.931 3.075 2.452
C: 0.273 -2.084 -1.957
C: 2.025 -1.715 -0.098
C: 1.970 -1.049 1.297
C: 2.367 0.433 0.971
C: 1.027 -1.116 -1.124
H: -1.923 -1.103 -0.989
H: 1.488 -0.212 -1.579
H: 2.057 2.218 -3.224
H: -1.685 1.685 -1.076
H: 0.129 -0.855 -0.512
H: 3.447 0.616 1.008
H: -1.214 2.294 1.968
H: -1.295 -0.036 1.141
H: -2.948 -0.956 1.576
H: -2.762 0.057 -0.501
H: 1.903 0.959 0.154
H: -0.374 -2.762 -1.331
H: -1.196 0.348 2.580
H: -0.415 -1.003 -3.570
H: 0.832 -2.826 -2.536
H: 1.171 0.807 2.452
H: -2.629 2.452 -0.257
H: 3.046 -1.796 -0.480
H: -3.837 0.115 1.912
H: 0.028 3.117 2.495
H: 0.943 -0.940 1.736
H: 2.792 -1.366 1.931
H: 0.672 1.475 -3.202
H: 1.735 -2.744 0.086

## Properties
Lowest unoccupied orbital energy   0.04 eV
Structure (SMILES)   OCCCCCO.O.O.O.O.O.O
Energy relative to the best compared isomer or geometry (same formula, charge and spin)   165.6 kJ/mol
HOMO   -9.78 eV
F_max   0.070 Eh/bohr
Frontier orbital gap   9.826 eV

Entry 3:
Here is a molecular structure, C47H52Br2CaF3IN2O8P3 at a distorted geometry from the OMol25 dataset. Energies are from ωB97M-V/def2-TZVPD.

Cartesian coordinates (Å):
I: -2.992 -1.746 1.249
Br: -5.219 5.375 0.805
Br: -2.641 1.969 7.478
Ca: -0.506 0.275 0.832
P: 0.364 -2.824 1.080
P: 0.646 2.914 -0.298
P: -0.156 0.747 -2.305
F: 4.496 -0.076 3.337
F: 3.643 1.896 3.599
F: 2.560 0.148 4.260
O: 0.226 3.993 -1.364
O: -1.406 0.669 -1.497
O: 0.427 -0.636 -2.744
O: -0.449 2.511 0.622
O: 1.518 0.164 1.819
O: 1.874 3.411 0.491
O: 3.455 0.874 0.957
O: -0.327 1.684 -3.548
N: -2.981 1.318 1.106
N: -1.272 0.923 3.171
C: -1.192 4.442 -1.414
C: 2.723 0.551 1.884
C: 3.359 0.620 3.294
C: -2.974 -3.804 0.779
C: -1.887 -4.730 0.884
C: -0.940 0.783 5.534
C: 1.121 -2.895 5.057
C: -0.846 -1.434 -4.704
C: -0.500 -4.452 1.140
C: -0.019 -6.847 1.312
C: 2.500 -3.038 5.156
C: 1.137 1.423 -1.236
C: 3.491 -2.159 -1.459
C: -1.397 5.516 -0.373
C: 2.586 -2.093 -0.411
C: 0.521 -2.818 3.810
C: -2.072 1.552 5.736
C: -3.704 3.364 2.114
C: 0.557 1.779 -4.718
C: 3.106 4.132 0.148
C: -1.412 -2.245 -2.397
C: -2.793 2.016 4.647
C: -4.542 -5.574 0.221
C: -0.341 2.055 -5.901
C: 1.289 -2.900 2.648
C: 1.608 -3.079 -0.244
C: 1.584 2.869 -4.509
C: 1.547 -4.116 -1.175
C: -2.345 1.684 3.379
C: 3.428 -3.201 -2.374
C: -3.563 -6.501 0.391
C: -0.317 -1.778 -3.332
C: 3.746 3.560 -1.094
C: -0.583 0.491 4.228
C: -4.339 2.844 -0.137
C: 2.667 -3.049 2.754
C: -1.299 -7.136 0.955
C: 0.363 -5.499 1.381
C: 2.451 -4.176 -2.229
C: -4.347 3.715 0.940
C: -3.043 2.144 2.152
C: 2.790 5.607 0.049
C: -3.638 1.659 -0.001
C: -2.247 -6.108 0.737
C: 3.269 -3.109 4.006
C: -4.235 -4.223 0.447
C: -1.430 4.923 -2.822
H: -5.551 -5.859 -0.043
H: 2.299 5.959 0.956
H: 0.702 -7.628 1.509
H: 2.655 -1.263 0.280
H: 4.138 -3.257 -3.189
H: 4.250 -1.391 -1.549
H: -5.037 -3.499 0.380
H: 2.042 1.624 -1.810
H: 1.050 0.814 -4.823
H: 2.972 -3.090 6.129
H: -3.699 4.029 2.965
H: -0.347 0.416 6.359
H: 0.469 -2.527 -3.400
H: -2.462 5.265 -2.914
H: -1.601 -0.647 -4.651
H: 0.514 -2.847 5.952
H: 1.487 0.669 -0.518
H: 3.718 6.167 -0.076
H: 3.120 3.739 -1.974
H: -1.021 -2.417 -1.397
H: 3.946 2.496 -0.966
H: -1.051 1.244 -6.062
H: -2.223 -1.519 -2.336
H: 4.696 4.066 -1.265
H: -4.850 3.080 -1.059
H: -3.764 -7.559 0.275
H: 2.175 2.705 -3.609
H: -0.746 6.369 -0.575
H: 4.344 -3.213 4.076
H: 2.391 -4.996 -2.934
H: 3.734 3.923 1.012
H: -3.579 0.959 -0.827
H: 2.149 5.812 -0.810
H: 0.261 2.172 -6.801
H: 1.399 -5.275 1.601
H: -1.800 3.566 -1.194
H: -1.632 -8.162 0.849
H: -0.897 2.980 -5.741
H: 2.271 2.872 -5.356
H: 1.114 3.850 -4.444
H: -1.272 4.115 -3.536
H: -2.430 5.867 -0.405
H: -1.815 -3.190 -2.765
H: -1.321 -2.320 -5.129
H: 3.281 -3.118 1.864
H: -0.772 5.760 -3.062
H: 0.296 -0.100 4.014
H: 0.795 -4.889 -1.085
H: -0.558 -2.710 3.742
H: -3.691 2.601 4.788
H: -0.048 -1.131 -5.381
H: -1.199 5.136 0.628

## Properties
Lowest unoccupied orbital energy   -2.40 eV
Energy relative to the best compared isomer or geometry (same formula, charge and spin)   10.7 kJ/mol
Total charge   +1
HOMO   -10.29 eV
F_max   0.025 Eh/bohr
Frontier orbital gap   7.892 eV

Entry 4:
Here is a molecular structure, C17H33N8RuS2 from the OMol25 dataset. Energies are from ωB97M-V/def2-TZVPD.

Cartesian coordinates (Å):
Ru: 0.990 -1.421 -0.375
S: 1.732 -3.448 0.336
S: -1.228 -1.731 -0.019
N: 2.753 -0.581 -1.105
N: -0.073 -4.742 -1.195
N: 0.962 0.469 5.093
N: -3.042 0.182 -0.326
N: 0.382 0.481 -0.873
N: -0.920 0.879 -0.790
N: 0.984 -5.928 0.553
N: 0.277 0.006 4.067
C: 3.947 -1.180 -1.229
C: 0.812 1.848 5.653
C: 2.214 2.289 6.058
C: -0.912 -5.746 -1.890
C: 0.743 -4.854 -0.170
C: 0.450 -7.308 0.476
C: -1.734 -0.059 -0.424
C: 0.209 2.763 4.598
C: 5.053 -0.521 -1.734
C: 1.320 -8.217 -0.374
C: 0.960 2.667 -1.842
C: 3.682 1.425 -2.009
C: -2.327 -5.791 -1.344
C: -0.104 1.725 6.876
C: 4.919 0.799 -2.130
C: 2.616 0.718 -1.495
C: 1.261 1.292 -1.372
H: 5.995 -1.043 -1.821
H: 1.192 2.753 -2.906
H: 0.123 -0.993 4.026
H: 4.003 -2.214 -0.919
H: -2.825 -4.830 -1.469
H: -0.578 -7.266 0.130
H: -0.085 2.911 -1.687
H: 1.709 -5.802 1.246
H: -2.348 -6.053 -0.285
H: 2.667 1.586 6.759
H: 2.866 2.402 5.192
H: -0.912 -5.446 -2.936
H: -1.085 1.337 6.602
H: -0.459 0.614 3.732
H: 0.792 2.762 3.676
H: 0.337 1.085 7.640
H: 2.332 -8.280 0.027
H: 0.217 3.779 4.989
H: -0.415 -6.710 -1.847
H: 1.501 -0.212 5.619
H: 1.384 -7.874 -1.407
H: -3.698 -0.544 -0.093
H: -3.401 1.082 -0.609
H: 2.144 3.252 6.564
H: -0.238 2.717 7.307
H: 5.764 1.340 -2.536
H: -0.838 2.531 4.385
H: -0.136 -3.810 -1.573
H: 0.418 -7.659 1.506
H: 1.585 3.388 -1.311
H: 3.556 2.451 -2.324
H: -2.902 -6.538 -1.889
H: 0.899 -9.221 -0.374

## Properties
Lowest unoccupied orbital energy (alpha / beta)   -8.90 / -10.62 eV
⟨S²⟩   6.024
Energy relative to the best compared isomer or geometry (same formula, charge and spin)   0.0 kJ/mol
Total charge   +3
2S+1   5
HOMO (alpha / beta)   -16.76 / -16.78 eV
F_max   0.010 Eh/bohr
Frontier orbital gap (alpha / beta)   7.864 / 6.164 eV

Entry 5:
Here is a gas-phase ion, C6H17N2 (charge +1) at a distorted geometry from the OMol25 dataset. Energies are from ωB97M-V/def2-TZVPD.

Cartesian coordinates (Å):
N: 0.347 -0.888 -1.148
N: 0.725 1.361 -2.480
C: 1.844 1.040 -1.540
C: -0.629 -1.283 1.166
C: -0.790 -0.671 -0.288
C: -2.152 0.269 2.463
C: 1.647 -0.272 -0.740
C: -0.688 -0.218 2.248
H: -1.167 0.350 -0.290
H: 2.769 0.902 -2.080
H: 1.476 -0.068 0.326
H: -1.130 -2.288 1.164
H: -1.555 -1.264 -0.858
H: -0.403 -0.659 3.213
H: -0.189 1.009 -2.184
H: 2.053 1.950 -0.980
H: 0.978 1.045 -3.416
H: 0.592 -1.866 -1.245
H: 0.059 0.493 1.903
H: -2.824 -0.456 2.879
H: -2.084 1.252 2.914
H: 2.541 -0.867 -0.988
H: 0.349 -1.799 1.118
H: -2.457 0.548 1.434
H: 0.687 2.380 -2.593

## Properties
Lowest unoccupied orbital energy   -3.50 eV
Structure (SMILES)   CCCCNCC[NH3+]
Energy relative to the best compared isomer or geometry (same formula, charge and spin)   193.8 kJ/mol
Total charge   +1
HOMO   -12.94 eV
F_max   0.070 Eh/bohr
Frontier orbital gap   9.435 eV

Entry 6:
Here is a single C5H4O molecule at a distorted geometry from the OMol25 dataset. Energies are from ωB97M-V/def2-TZVPD.

Cartesian coordinates (Å):
O: 0.169 1.097 -0.159
C: 0.229 -0.180 -0.437
C: -0.767 -0.374 1.507
C: -1.273 -0.964 2.530
C: -0.531 1.071 1.090
C: 0.608 -1.142 -1.208
H: 0.048 1.610 1.848
H: 1.244 -0.964 -2.067
H: 0.335 -2.164 -1.027
H: -1.492 1.582 0.964

## Properties
Lowest unoccupied orbital energy (alpha / beta)   -1.74 / -1.74 eV
Energy relative to the best compared isomer or geometry (same formula, charge and spin)   640.2 kJ/mol
HOMO (alpha / beta)   -9.48 / -9.48 eV
F_max   0.052 Eh/bohr
Frontier orbital gap (alpha / beta)   7.741 / 7.739 eV

Entry 7:
Here is 7 unconnected molecules or ions with the total composition CH15O7 at a distorted geometry from the OMol25 dataset. Energies are from ωB97M-V/def2-TZVPD.

Cartesian coordinates (Å):
O: -0.704 2.453 0.150
O: -0.119 0.889 2.619
O: 1.969 1.732 -0.613
O: -1.152 -0.027 -2.406
O: -1.458 -2.334 -0.559
O: 2.154 -1.977 1.240
O: 1.193 -0.505 -0.986
C: -1.957 -1.280 0.241
H: -0.286 -0.426 -2.214
H: 1.233 -2.104 1.513
H: -0.524 1.522 0.004
H: -2.466 -0.514 -0.347
H: -1.152 -0.769 0.787
H: -0.585 1.684 2.347
H: -2.632 -1.593 1.030
H: 1.493 0.875 -0.592
H: -1.007 0.885 -2.121
H: 1.918 -1.442 0.458
H: 0.581 0.677 2.001
H: 2.254 2.053 0.252
H: 1.930 -0.793 -1.563
H: 0.057 2.933 -0.191
H: -0.742 -1.939 -1.052

## Properties
Lowest unoccupied orbital energy (alpha / beta)   -0.35 / -5.27 eV
⟨S²⟩   0.755
Energy relative to the best compared isomer or geometry (same formula, charge and spin)   8.9 kJ/mol
2S+1   2
HOMO (alpha / beta)   -10.51 / -10.47 eV
F_max   0.027 Eh/bohr
Frontier orbital gap (alpha / beta)   10.156 / 5.203 eV

Entry 8:
Here is a molecular structure, C10H8Br2N4O2 at a distorted geometry from the OMol25 dataset. Energies are from ωB97M-V/def2-TZVPD.

Cartesian coordinates (Å):
Br: -0.097 1.359 5.746
Br: -0.526 -2.427 6.545
O: -0.018 -2.237 -3.004
O: 0.043 0.293 3.336
N: 0.209 -2.290 -0.698
N: 0.538 0.884 -1.002
N: 0.631 2.018 -1.598
N: 0.141 -2.348 0.491
C: 0.034 -1.599 -1.937
C: -0.019 -0.086 4.523
C: -0.004 1.916 -2.636
C: -0.129 -2.173 3.536
C: -0.294 0.500 -2.938
C: 0.024 -1.120 1.073
C: -0.128 -0.875 2.666
C: -0.375 -1.455 4.783
C: -0.138 3.170 -3.500
C: 0.151 -0.093 -1.893
H: -1.089 3.705 -3.027
H: -0.727 2.916 -4.416
H: 0.369 -3.404 -1.096
H: 0.903 3.630 -3.828
H: 1.087 2.854 -1.100
H: -0.084 -3.172 3.273
H: 0.144 -0.052 0.681
H: -0.646 0.086 -3.981

## Properties
Lowest unoccupied orbital energy   -0.36 eV
HOMO   -7.48 eV
F_max   0.316 Eh/bohr
Frontier orbital gap   7.119 eV